1.
Here is a cluster of 15 separate species, CH29O17 in total at a distorted geometry from OMol25. Energies are from ωB97M-V/def2-TZVPD.

Last column: natural (NBO) charge in e.
Geometry (Å):
C (-17.1557, -4.9155, -20.8096)  0.9887
O (-17.9239, -4.0181, -21.2040)  -0.8227
O (-16.7866, -5.9144, -21.6093)  -0.7360
O (-16.7006, -4.9506, -19.6599)  -0.8355
H (-17.1854, -5.7914, -22.4357)  0.5112
O (-14.0155, -7.5938, -21.9009)  -0.9781
H (-14.0170, -6.8874, -21.1876)  0.5126
H (-13.2686, -8.1780, -21.6743)  0.4739
O (-17.5795, -5.2488, -24.1503)  -0.9882
H (-17.9229, -4.4134, -23.8612)  0.5240
H (-18.2477, -5.6463, -24.7122)  0.4947
O (-14.8098, -3.8359, -22.4527)  -0.9415
H (-14.2221, -4.4946, -22.7236)  0.4825
H (-14.9858, -3.3988, -23.2921)  0.4617
O (-16.0504, -8.0381, -23.7487)  -1.0292
H (-15.9494, -7.2273, -24.2378)  0.4758
H (-15.4010, -8.0354, -22.9871)  0.5116
O (-18.4897, -2.7270, -23.5462)  -0.9252
H (-17.8155, -2.4578, -22.9946)  0.4929
H (-18.2130, -2.3430, -24.3339)  0.4489
O (-15.1719, -5.8795, -24.9831)  -0.9773
H (-16.0394, -5.4129, -24.7254)  0.4993
H (-15.3675, -6.1357, -25.8940)  0.4630
O (-20.2133, -5.2466, -21.9029)  -1.0040
H (-19.8058, -6.0089, -22.2828)  0.4793
H (-19.5166, -4.6599, -21.6015)  0.4837
O (-16.3401, -6.3388, -17.4472)  -0.9886
H (-16.3933, -5.7385, -18.1732)  0.4854
H (-16.4553, -7.1907, -17.8783)  0.4769
O (-16.6518, -1.6772, -21.7422)  -0.9580
H (-15.7380, -1.8599, -21.9137)  0.4628
H (-16.9136, -2.4719, -21.3306)  0.4947
O (-19.4252, -5.5060, -18.9221)  -0.9509
H (-19.8029, -4.6727, -19.3295)  0.4730
H (-18.5111, -5.5114, -19.1852)  0.4693
O (-18.9933, -7.5690, -22.5601)  -0.9767
H (-18.1912, -7.6139, -23.1063)  0.4978
H (-18.7160, -7.9208, -21.6643)  0.4944
O (-17.2828, -2.3675, -19.1705)  -0.9632
H (-17.4780, -3.1982, -19.6375)  0.4884
H (-16.3381, -2.3386, -19.1695)  0.4470
O (-14.0254, -5.4043, -19.8602)  -0.9953
H (-14.9434, -5.1933, -19.9901)  0.4971
H (-13.8998, -4.9430, -19.0290)  0.4818
O (-16.1594, -8.0405, -19.7001)  -0.9672
H (-15.2347, -7.8300, -19.6307)  0.4726
H (-16.5646, -7.3065, -20.1878)  0.4927

Cartesian forces (eV/Å) of the 3 atoms listed first:
C -0.3 0.6 0.0
O 0.0 -0.1 -0.9
O 1.2 -0.8 1.9

Properties
LUMO (eV): 2.2
Maximum force (eV Å⁻¹): 4.0
Relative energy (zero: lowest compared OMol25 entry of this formula, charge and spin) (eV): 0.152
Charge: -1

2.
Here is a structure of composition C4H5FN2O at a distorted geometry from OMol25. Energies are from ωB97M-V/def2-TZVPD.

Last column: natural (NBO) charge in e.
Geometry (Å):
C (-2.0339, 0.3883, 0.3018)  -0.4113
C (0.3420, -0.2029, -0.4265)  0.3289
C (1.2021, 0.6040, 0.3585)  -0.5043
C (2.2945, -0.1798, 0.1442)  0.7340
H (-1.4980, 1.3104, 0.5678)  0.1966
H (-2.1584, -0.3301, 1.1179)  0.1934
H (-3.0322, 0.7564, -0.2018)  0.2123
H (-1.4487, -1.0073, -1.2863)  0.4047
H (0.8467, 1.4128, 1.0499)  0.2684
N (-1.0690, -0.1814, -0.7025)  -0.6286
N (0.8401, -1.3542, -0.9117)  -0.2180
O (2.2017, -1.2188, -0.5787)  -0.2921
F (3.5131, 0.0026, 0.5673)  -0.2840

Cartesian forces (eV/Å) of the 3 atoms listed first:
C 0.5 0.7 -2.2
C -4.6 -3.3 -1.2
C -1.2 -0.5 -0.2

Properties
LUMO (eV): 0.9
Maximum force (eV Å⁻¹): 5.8
Relative energy (zero: lowest compared OMol25 entry of this formula, charge and spin) (eV): 2.692

3.
Here is a structure of composition C3H4F5N3O at a distorted geometry from OMol25. Energies are from ωB97M-V/def2-TZVPD.

Last column: natural (NBO) charge in e.
Geometry (Å):
C (0.2758, -0.0271, 0.4654)  0.3898
C (-0.9981, 0.4728, 1.1214)  -0.6790
C (0.1842, 0.3314, -1.1218)  0.2394
N (1.0958, 1.1322, -1.4644)  -0.0517
N (0.3262, -1.7069, 1.3784)  0.2951
N (-0.7194, -0.3355, -1.9076)  0.2912
O (1.3701, 0.5636, 0.9802)  -0.6652
F (1.0711, 1.6131, -2.7555)  -0.2165
F (1.2414, -2.4744, 0.6968)  -0.2513
F (0.9954, -1.3236, 2.4855)  -0.2189
F (-1.7262, -1.0055, -1.2648)  -0.1808
F (-1.3563, 0.4101, -2.8753)  -0.1793
H (-1.2867, 1.4299, 0.6898)  0.2267
H (-1.8100, -0.2396, 1.0126)  0.2450
H (-0.7912, 0.6222, 2.1787)  0.2484
H (2.1281, 0.5374, 0.3807)  0.5071

Cartesian forces (eV/Å) of the 3 atoms listed first:
C -0.2 -0.2 0.6
C 0.3 0.0 0.1
C 0.2 -1.3 2.3

Properties
LUMO (eV): -0.2
Maximum force (eV Å⁻¹): 3.1

4.
Here is a cluster of 2 separate species, C3H4Br2 in total at a distorted geometry from OMol25. Energies are from ωB97M-V/def2-TZVPD.

Last column: natural (NBO) charge in e.
Geometry (Å):
C (-1.4449, -1.3499, -0.8228)  -0.2601
C (-0.4141, -1.9405, -1.2093)  -0.1634
Br (1.3548, -2.6069, -1.2154)  0.1879
H (-2.1347, -0.9721, -0.1591)  0.2379
C (0.4171, 1.3794, 0.5840)  -0.7077
Br (2.3639, 1.4193, 0.6620)  0.0071
H (-0.2798, 1.0815, 1.5885)  0.2126
H (0.1318, 0.5807, -0.1209)  0.2442
H (0.0059, 2.4083, 0.6931)  0.2413

Cartesian forces (eV/Å) of the 3 atoms listed first:
C 5.3 -3.1 -2.0
C -1.8 1.7 1.9
Br -2.0 0.6 -0.4

Properties
LUMO (eV): 0.0
Maximum force (eV Å⁻¹): 6.4
SMILES: C#CBr.CBr
Relative energy (zero: lowest compared OMol25 entry of this formula, charge and spin) (eV): 2.970

5.
Here is a structure of composition C24H27N4O2RuS4Se at a distorted geometry from OMol25. Energies are from ωB97M-V/def2-TZVPD.

Last column: natural (NBO) charge in e.
Geometry (Å):
Ru (0.0460, -0.7555, -0.6169)  0.4868
C (0.4580, -3.8813, -2.0687)  -0.5529
C (-0.7240, -3.2286, -2.7722)  -0.5526
S (-1.6406, -1.9496, -1.8704)  0.4930
C (-2.6519, -2.8204, -0.6407)  -0.5454
C (-1.8338, -3.3558, 0.5107)  -0.5313
S (-0.8513, -2.0103, 1.2718)  0.4635
C (0.6191, -2.9435, 1.7817)  -0.5445
C (1.3673, -3.6244, 0.6269)  -0.5234
S (1.4120, -2.7440, -0.9981)  0.4569
H (1.1529, -4.2557, -2.8192)  0.2700
H (0.1415, -4.7386, -1.4785)  0.2355
H (-1.4580, -3.9761, -3.0773)  0.2677
H (-0.4069, -2.7200, -3.6835)  0.2610
H (-3.2284, -3.6046, -1.1317)  0.2712
H (-3.3643, -2.0686, -0.2958)  0.2552
H (-1.1570, -4.1426, 0.1896)  0.2285
H (-2.4789, -3.7588, 1.2919)  0.2702
H (0.3389, -3.6706, 2.5445)  0.2636
H (1.2492, -2.1938, 2.2446)  0.2895
H (0.9734, -4.6175, 0.4180)  0.2336
H (2.4071, -3.7472, 0.9226)  0.2808
C (1.0185, 2.8006, 6.2007)  -0.6448
C (1.3643, 2.2208, 4.8628)  0.0363
C (0.4938, 1.3432, 4.2115)  -0.1539
C (0.8255, 0.7933, 2.9878)  -0.2079
C (2.0398, 1.1227, 2.3982)  -0.4064
C (2.9208, 1.9964, 3.0204)  -0.1431
C (2.5759, 2.5355, 4.2478)  -0.2008
S (2.4941, 0.4413, 0.8449)  2.3357
O (2.3076, -1.0070, 0.8681)  -0.9930
O (3.7799, 0.9244, 0.4740)  -0.8809
N (1.3581, 0.8478, -0.2780)  -0.8459
C (0.3259, 1.7474, 0.0160)  0.3737
C (0.3595, 3.0918, 0.3366)  -0.2544
C (-0.8528, 3.6922, 0.6383)  -0.0997
C (-2.0363, 2.9612, 0.6042)  -0.2521
C (-1.9927, 1.6298, 0.2431)  0.0691
N (-0.8296, 1.0524, -0.0554)  -0.4542
H (-0.0202, 2.6117, 6.4643)  0.2264
H (1.1896, 3.8769, 6.2152)  0.2401
H (1.6491, 2.3610, 6.9752)  0.2470
H (-0.4509, 1.0882, 4.6748)  0.2189
H (0.1325, 0.1179, 2.4995)  0.2029
H (3.8626, 2.2416, 2.5488)  0.2588
H (3.2639, 3.2118, 4.7391)  0.2386
H (1.2974, 3.6282, 0.3636)  0.2612
H (-0.8809, 4.7396, 0.9079)  0.2502
H (-2.9815, 3.4233, 0.8484)  0.2534
H (-2.8826, 1.0154, 0.1892)  0.2143
Se (2.0418, 0.0332, -3.1974)  1.0880
N (0.3474, 0.0926, -2.5648)  -0.6740
C (-0.4356, 0.6138, -3.5029)  0.1200
C (-1.8180, 0.9274, -3.4062)  -0.2640
C (-2.4355, 1.4786, -4.4852)  -0.1115
C (-1.7545, 1.7491, -5.7138)  -0.1971
C (-0.4333, 1.4833, -5.8458)  -0.1882
C (0.2645, 0.9192, -4.7361)  0.1690
N (1.5567, 0.6511, -4.7544)  -0.5671
H (-2.3589, 0.7499, -2.4908)  0.2192
H (-3.4850, 1.7336, -4.4154)  0.2368
H (-2.3126, 2.1806, -6.5326)  0.2475
H (0.1217, 1.6856, -6.7511)  0.2553

Cartesian forces (eV/Å) of the 3 atoms listed first:
Ru -0.4 -0.4 -0.9
C -0.1 0.0 0.1
C 0.0 0.0 0.0

Properties
LUMO (alpha / beta) (eV): -6.4 / -7.7
Expectation value of S²: 0.755
Maximum force (eV Å⁻¹): 1.1
Spin multiplicity: 2
Relative energy (zero: lowest compared OMol25 entry of this formula, charge and spin) (eV): 0.090
Charge: +2

6.
Here is the molecule C7H13N3O4 at a distorted geometry from OMol25. Energies are from ωB97M-V/def2-TZVPD.

Last column: natural (NBO) charge in e.
Geometry (Å):
N (2.8186, -0.5657, 3.0876)  -0.8238
C (1.6509, -0.0589, 2.6271)  0.6670
O (1.3804, 1.1418, 2.3744)  -0.6496
C (0.4271, -1.0537, 2.7079)  -0.4814
C (-0.6935, -0.6279, 1.8565)  -0.4386
C (-0.3121, -0.4123, 0.3870)  -0.1240
N (0.0867, 1.0423, 0.1805)  -0.8162
C (-1.4529, -0.9382, -0.5636)  0.6685
O (-2.4965, -1.2867, -0.0109)  -0.6140
N (-1.4973, -0.8563, -1.9239)  -0.5917
C (-0.4679, -0.5441, -2.8184)  -0.3521
C (0.0194, 0.9926, -2.8324)  0.7939
O (1.1025, 1.3348, -3.2552)  -0.5663
O (-0.9606, 1.7859, -2.2428)  -0.7714
H (2.8118, -1.6023, 2.9217)  0.4030
H (3.6124, -0.0078, 3.3593)  0.4241
H (0.9389, -1.9505, 2.3533)  0.1897
H (0.1200, -1.1541, 3.8136)  0.2500
H (-1.1950, 0.3209, 2.2163)  0.2213
H (-1.5436, -1.2769, 1.8987)  0.2693
H (0.4879, -1.0629, 0.1602)  0.1918
H (-0.1857, 1.6531, 0.9168)  0.4065
H (1.0468, 0.8896, 0.1908)  0.3866
H (-2.2757, -1.0335, -2.4491)  0.4108
H (0.4940, -1.0593, -2.8160)  0.2121
H (-0.7927, -0.5804, -3.8117)  0.2300
H (-0.6086, 1.5707, -1.2723)  0.5043

Cartesian forces (eV/Å) of the 3 atoms listed first:
N -1.0 -1.9 -1.0
C -2.8 3.1 1.2
O 1.9 -2.4 1.0

Properties
LUMO (eV): 0.3
Maximum force (eV Å⁻¹): 4.4
SMILES: NC(=O)CC[C@H](N)C(=O)NCC(=O)O
Relative energy (zero: lowest compared OMol25 entry of this formula, charge and spin) (eV): 2.903